(1)
# C8H10

A cluster of 2 separate species, C8H10 in total at a distorted geometry (the ωB97M-V functional and the def2-TZVPD basis, the OMol25 dataset).

Each line ends with the Löwdin charge.
Positions of all 18 atoms, in Å:
1 C -0.86746 -0.73062 0.97801  -0.132
2 C 0.10027 -1.59940 0.31735  -0.125
3 C 0.18064 -1.38630 -1.09667  -0.056
4 C -0.44044 -0.12446 -1.62112  -0.087
5 C -1.48536 0.51523 -0.99561  -0.147
6 C -1.77758 0.17818 0.32361  -0.094
7 H -0.96718 -0.98632 2.04505  0.100
8 H 0.86026 -2.22847 0.95119  0.138
9 H 0.82185 -2.03622 -1.61480  0.069
10 H -0.03117 -0.01188 -2.57678  0.075
11 H -1.80077 1.45024 -1.44801  0.110
12 H -2.44258 0.80402 0.82050  0.079
13 C 1.43294 0.56025 1.07174  -0.169
14 C 1.05070 1.57012 0.27998  -0.131
15 H 0.99975 0.14361 2.00919  0.047
16 H 2.55481 -0.03794 0.84673  0.140
17 H -0.04786 1.99558 0.24670  0.082
18 H 1.85917 1.92437 -0.53708  0.101

Cartesian forces, eV/Å:
C -1.10 -1.45 -0.32
C -0.85 1.41 -1.01
C -1.60 2.65 3.34
C 1.03 -5.04 0.99
C 1.48 0.35 -0.22
C 3.18 -2.10 -0.01
H -0.26 0.68 -0.40
H -1.94 0.95 -1.50
H 0.81 -0.22 -1.22
H -0.18 1.19 -1.56
H -0.62 -0.23 0.05
H -1.19 0.50 1.25
C 3.61 -0.96 0.23
C 0.35 0.71 -1.37
H 0.09 0.80 -1.11
H -3.29 2.07 0.62
H 2.83 -0.53 0.44
H -2.37 -0.78 1.79

Output
DFT total energy	-8454.09858	eV
E_HOMO	-8.894	eV
SMILES	c1ccccc1.C=C
strongest force on any atom	5.24	eV/Å
total charge	0
relative energy (zero: lowest compared OMol25 entry of this formula, charge and spin)	402.4	kJ/mol

***

(2)
# C8H10AuN2S

A structure of composition C8H10AuN2S at a distorted geometry (the ωB97M-V functional and the def2-TZVPD basis, the OMol25 dataset).

Each line ends with the Löwdin charge.
Positions of all 22 atoms, in Å:
1 C -0.43224 1.44269 -2.21167  -0.203
2 C 0.96859 1.46675 -1.89685  -0.218
3 C 1.13247 2.01114 -0.58396  -0.215
4 C -0.17350 2.33602 -0.06982  -0.204
5 C -1.13623 1.99484 -1.08689  -0.220
6 Au -0.08989 -0.03272 -0.28073  0.995
7 N -1.15744 -1.62552 0.50051  -0.161
8 C -0.35390 -2.67791 -0.15111  -0.435
9 C 0.92765 -1.90808 -0.41698  -0.274
10 H 2.07380 2.26265 -0.09692  0.093
11 H 1.77246 1.18266 -2.57004  0.089
12 H -0.37836 2.86752 0.85652  0.096
13 H -2.20209 2.20865 -1.03937  0.085
14 H -0.87278 1.15937 -3.16432  0.083
15 H 1.32220 -2.03217 -1.42892  0.020
16 H -0.15256 -3.58438 0.44864  0.090
17 H -2.09300 -1.68223 0.07912  0.027
18 H 1.63099 -2.00704 0.40957  0.024
19 H -0.83935 -2.95618 -1.10586  0.086
20 S -0.03636 -0.62305 3.20704  0.391
21 C 0.02588 -0.08775 4.73437  -1.093
22 N 0.06367 0.28475 5.86768  -0.055

Cartesian forces, eV/Å:
C -0.23 0.65 0.67
C 0.15 0.72 0.28
C -0.35 0.57 -0.52
C 0.12 0.11 -1.00
C 0.46 0.40 -0.27
Au 0.50 0.25 0.79
N -1.16 -1.15 -0.91
C 0.56 -0.01 -0.01
C -0.01 -0.54 -0.42
H -0.33 -0.34 -0.13
H -0.20 -0.09 0.24
H 0.03 -0.40 -0.18
H 0.31 -0.24 0.03
H 0.12 -0.06 0.33
H 0.28 -0.17 0.33
H -0.52 0.25 0.00
H -0.07 0.03 0.85
H 0.20 0.11 -0.31
H 0.17 -0.18 0.37
S -0.16 -0.34 -1.62
C 0.22 1.18 4.01
N -0.09 -0.76 -2.53

Output
DFT total energy	-25961.97663	eV
multiplicity	3
E_HOMO (alpha / beta)	-3.042 / -3.589	eV
expectation value of S²	2.019
strongest force on any atom	4.19	eV/Å
total charge	-1
relative energy (zero: lowest compared OMol25 entry of this formula, charge and spin)	0.0	kJ/mol

***

(3)
# C8H10BF4

A cluster of 2 separate species, C8H10BF4 in total (the ωB97M-V functional and the def2-TZVPD basis, the OMol25 dataset).

Each line ends with the Löwdin charge.
Positions of all 23 atoms, in Å:
1 B 1.65676 -1.33635 1.45689  -0.364
2 C 2.98026 -0.44722 1.20153  -0.488
3 F 3.41154 0.27917 2.33083  -0.019
4 F 4.11355 -1.18832 0.85144  -0.005
5 C 2.92805 0.63411 0.12019  -0.334
6 F 1.78678 1.37823 0.22817  0.033
7 F 2.91242 0.09036 -1.13306  0.042
8 H 0.80348 -0.65672 2.00266  0.009
9 H 1.98926 -2.28436 2.15579  0.005
10 H 1.25205 -1.73127 0.36949  0.008
11 H 3.77340 1.32662 0.18641  0.151
12 C -0.97874 0.04300 -1.13081  -0.077
13 C -1.98630 -0.84233 -1.48635  -0.092
14 C -3.31028 -0.55263 -1.18346  -0.116
15 C -3.62621 0.62239 -0.51582  -0.120
16 C -2.61696 1.50677 -0.15844  -0.104
17 C -1.29505 1.22355 -0.47422  -0.081
18 H 0.05746 -0.19727 -1.32936  0.092
19 H -1.73566 -1.77130 -1.98293  0.098
20 H -4.09396 -1.25068 -1.45253  0.090
21 H -4.65675 0.84358 -0.26492  0.089
22 H -2.86109 2.41850 0.37316  0.093
23 H -0.50399 1.89217 -0.16467  0.091

Cartesian forces, eV/Å:
B 0.02 -0.19 -0.01
C 0.06 0.14 0.06
F -0.11 -0.09 -0.10
F -0.06 0.03 -0.01
C -0.03 0.03 -0.03
F 0.02 0.07 0.06
F 0.01 -0.01 0.04
H 0.06 0.05 -0.03
H -0.02 0.06 0.00
H 0.04 0.01 0.01
H 0.04 -0.09 -0.04
C 0.09 -0.01 -0.02
C -0.02 0.01 -0.01
C 0.01 -0.01 0.01
C -0.02 0.01 0.00
C -0.01 0.04 -0.08
C -0.08 -0.04 0.13
H -0.01 -0.01 0.04
H 0.01 0.00 0.00
H 0.00 0.00 0.00
H 0.00 0.00 0.00
H -0.01 0.00 0.01
H 0.00 -0.01 -0.03

Output
DFT total energy	-20005.81711	eV
E_HOMO	-5.638	eV
strongest force on any atom	0.19	eV/Å
total charge	-1

***

(4)
# C8H10BrNO3

A structure of composition C8H10BrNO3 at a distorted geometry (the ωB97M-V functional and the def2-TZVPD basis, the OMol25 dataset).

Each line ends with the Löwdin charge.
Positions of all 23 atoms, in Å:
1 C 1.17014 0.66954 -0.34077  -0.100
2 C -0.75547 0.47033 -0.04248  0.058
3 C -1.24292 -0.71333 0.21681  -0.228
4 C 1.73694 -0.41700 0.01032  -0.662
5 C -0.31545 -1.81923 0.11105  -0.190
6 C 1.07518 -1.56810 0.61703  -0.257
7 C -2.70516 -1.03725 -0.06004  -0.018
8 C 1.64618 1.95971 -0.76277  -0.213
9 N -1.42699 1.71697 0.06418  -0.384
10 O -1.11659 2.57174 -0.72110  0.089
11 O -2.39744 1.77550 0.75289  0.104
12 O 2.05032 2.64824 0.49174  -0.068
13 Br 3.64729 -0.69239 -0.09709  0.763
14 H -0.66548 -2.66960 0.64571  0.116
15 H -0.23308 -2.10629 -0.94043  0.148
16 H 1.82155 -2.48320 0.44038  0.126
17 H 0.92042 -1.49198 1.75767  0.159
18 H -3.41069 -0.31660 0.45595  0.093
19 H -2.99870 -2.01999 0.31097  0.081
20 H -2.98226 -0.82345 -1.09541  0.097
21 H 0.91179 2.54067 -1.16179  0.055
22 H 2.60182 1.82478 -1.50414  0.168
23 H 2.66859 1.98095 0.85129  0.062

Cartesian forces, eV/Å:
C -5.88 0.46 -0.16
C 5.81 1.45 0.87
C -1.92 0.15 -1.85
C 1.85 -1.68 0.80
C 1.42 -1.38 -0.86
C 1.06 -2.60 1.90
C -1.42 1.51 1.78
C 4.67 -0.09 0.70
N -0.78 -0.94 -1.88
O 0.78 1.40 -0.72
O -1.29 0.27 1.90
O 0.41 -1.21 -1.26
Br -0.13 0.55 -0.11
H -0.60 -0.81 0.34
H -0.31 -0.16 -0.18
H -2.11 1.63 0.46
H 0.90 0.28 -1.44
H 1.01 -0.77 -0.19
H 0.19 -0.08 -0.48
H 0.44 -0.69 -0.14
H -1.62 1.49 -1.39
H -2.25 0.40 1.66
H -0.23 0.82 0.26

Output
DFT total energy	-86126.50522	eV
E_HOMO	-9.659	eV
strongest force on any atom	6.05	eV/Å
total charge	0
relative energy (zero: lowest compared OMol25 entry of this formula, charge and spin)	93.8	kJ/mol